DFT (wB97M-V/def2-TZVPD) results for a 10-piece molecular cluster, C30H65O28S8 overall.

Values from the calculation:
LUMO level in eV: 1.75
HOMO energy in eV: -3.60
Net charge: -1
Total energy in eV: -176169.8777

Last column: Mulliken charge in e.
Positions of all 131 atoms, in Å:
S 5.3906 3.6488 -4.7632  1.086
S -0.7317 1.2335 5.0210  1.166
S 3.2192 2.8984 2.8183  1.283
S 0.6235 2.6911 -6.7419  1.006
S -5.8791 1.3144 1.4930  1.167
S -1.8889 -3.3370 2.8072  1.056
S -3.1117 -0.9244 -2.4590  0.647
S 0.5410 -5.0633 -1.0150  1.300
O 3.8915 3.8818 3.6446  -0.720
O 5.5852 2.3429 -5.2880  -0.500
O -1.8057 -0.5205 -2.9070  -0.193
O -0.0946 0.0061 4.6247  -0.516
O 6.6388 4.1554 -3.7953  -0.366
O 2.6905 1.7062 3.4211  -0.512
O -2.0319 1.1949 5.6505  -0.617
O -2.6964 -3.4136 3.9919  -0.710
O -5.3253 1.3919 3.0313  -0.375
O 0.9499 3.6621 -5.5166  -0.371
O 0.4357 -6.0594 0.2713  -0.275
O -3.1333 -2.4861 -2.0916  -0.126
O -7.1393 2.0418 1.5078  -0.670
O 0.2832 2.0531 5.9889  -0.301
O 1.5858 -0.2507 0.8589  -0.928
O -0.5659 -2.7772 2.9354  -0.558
O 0.1566 3.4783 -7.8417  -0.602
O 4.3947 3.5319 -3.4758  -0.228
O -4.1200 -1.0784 -3.7148  -0.303
O -0.5257 1.9732 -5.7766  -0.499
O 1.8134 -5.3241 -1.6635  -0.662
O -0.6946 -5.2636 -1.7237  -0.627
O -1.6500 -4.7534 2.0614  -0.236
O -3.6532 -0.2066 -1.3490  -0.301
O -5.8665 -0.0461 1.0184  -0.575
O 1.9124 3.6055 2.1433  -0.329
O 1.6824 1.7410 -6.9571  -0.440
O 5.1039 4.7531 -5.6161  -0.549
C 2.2186 -1.3131 -6.0064  -0.579
C 1.7511 -7.4880 1.5732  -1.450
C 2.3560 -1.4805 -3.2490  -0.193
C -2.7351 -2.4324 1.5002  0.042
C 0.3799 3.7155 7.7413  -1.474
C -0.1307 3.3556 6.3480  -0.010
C 1.1773 -1.8755 -5.3047  -0.652
C 4.1630 2.4015 1.3374  -0.567
C 0.1861 1.6495 -4.5403  0.769
C -3.2234 -3.2791 -3.2501  -0.249
C 0.8304 3.0448 -4.2751  0.209
C -4.6165 2.2972 0.6580  -0.489
C 1.2844 1.1761 -1.0802  -0.419
C -2.7343 -5.7063 2.1558  -0.385
C 1.2591 -2.0016 -3.9138  0.463
C -4.7475 0.2276 3.6143  0.551
C 3.3346 -0.8205 -5.3211  -0.319
C -0.8997 2.3425 3.5886  0.055
C 0.5622 -3.4589 -0.2271  0.753
C 3.4269 -0.9417 -3.9576  -0.711
C 1.3194 5.8950 2.2348  -1.250
C -4.9246 0.3010 5.1381  -1.454
C -2.9385 -6.3483 0.7870  -0.791
C 0.7858 0.6804 0.2737  2.572
C 6.4238 3.9349 -2.4105  -0.292
C -4.0480 -2.4181 -4.2534  -0.431
C -0.6787 0.2947 0.0691  -0.258
C 5.1348 3.1121 -2.3218  0.142
C 2.0272 4.8031 1.4072  -0.267
C 1.5435 -6.0199 1.1844  -0.117
H 4.0097 1.3229 1.2341  0.415
H 1.4427 3.5177 7.8958  0.344
H 3.0580 5.1308 1.2388  0.386
H 6.4188 4.9608 -2.0404  0.327
H 2.2112 -1.2498 -7.0861  0.363
H 0.1066 2.5202 3.1951  -0.300
H -1.3171 1.1467 -0.1932  0.423
H -3.6750 0.1818 3.4069  -0.204
H 0.2181 3.6607 -3.6131  0.258
H 4.1073 -0.3841 -5.9428  0.364
H 1.8490 3.0647 -3.8761  -0.092
H 3.6601 2.7793 0.4499  -0.358
H -2.0074 -2.1679 0.7394  -0.453
H 4.5144 3.3195 -1.4577  -0.061
H 4.2840 -0.5814 -3.4022  0.416
H 0.3975 -2.3486 -3.3577  0.031
H -2.2268 -3.3726 -3.6880  0.139
H -0.0855 -3.5958 0.6384  -0.710
H -3.3271 -5.5642 0.1318  0.112
H -1.2238 3.3648 6.4286  0.384
H 0.7960 -7.8456 1.9692  0.309
H -3.4428 -3.1359 1.0557  0.431
H 0.8600 1.5995 0.9018  -1.329
H 2.4935 -5.6637 0.7776  0.475
H 1.3147 -5.3394 2.0067  0.228
H -3.6777 -7.1518 0.8250  0.450
H -2.0559 -6.7933 0.3368  0.137
H -4.5188 1.2187 5.5521  0.297
H -5.0912 -2.7213 -4.3344  0.266
H -5.2095 -0.7156 3.3214  0.365
H 7.1774 3.3607 -1.8659  0.302
H 0.2130 4.7678 7.9625  0.388
H 2.4869 -7.5975 2.3723  0.406
H -5.0547 2.6808 -0.2590  0.396
H -1.0934 -0.1783 0.9660  -0.071
H -3.6294 -2.4293 -5.2567  0.274
H 5.3017 2.0435 -2.4621  0.156
H -3.2850 -1.5773 1.8798  0.086
H 1.0478 6.7959 1.6798  0.397
H -1.3074 3.2971 3.8979  0.502
H 1.9732 6.2052 3.0494  0.319
H -0.7931 -0.4835 -0.6904  -0.610
H 0.4015 5.4584 2.6261  0.192
H -3.6285 -4.2653 -3.0555  0.402
H 0.2148 -2.7160 -0.9388  -0.476
H 2.3317 1.5038 -1.0338  -0.009
H 0.7361 2.0788 -1.3973  0.228
H -0.1155 3.0500 8.4505  0.308
H 0.1006 4.1668 5.6499  0.183
H -4.3672 3.0877 1.3611  0.355
H 1.2215 0.4493 -1.8952  -0.487
H -4.3440 -0.5431 5.5152  0.373
H 1.9872 -8.1460 0.7409  0.306
H -5.9661 0.1472 5.4181  0.423
H 5.2007 2.6739 1.5011  0.499
H -0.5984 1.3900 -3.8359  0.117
H 1.5374 4.6660 0.4401  0.311
H -3.6300 -5.1891 2.4909  0.454
H -3.7573 1.6665 0.4381  -0.129
H 0.3264 -2.2391 -5.8696  0.362
H 2.2932 -1.4923 -2.1664  0.439
H 0.8484 0.7933 -4.6532  -0.299
H -2.4532 -6.5288 2.8149  0.278
H 1.5601 -3.2254 0.1371  0.489
H -1.2915 1.7231 2.7819  -0.100